1.
{
  "formula": "C4H7N3",
  "method": "ωB97M-V with the def2-TZVPD basis set",
  "species": ["C", "C", "C", "C", "H", "H", "H", "H", "H", "H", "H", "N", "N", "N"],
  "positions_angstrom": [[0.09, 0.43, -0.55], [-1.17, 0.84, -0.24], [-0.92, -1.19, 0.53], [0.30, -0.73, 0.16], [0.75, 2.52, -0.75], [2.12, 1.30, -0.42], [-1.50, 1.91, -0.50], [-2.94, -0.52, -0.21], [-1.37, -2.19, 1.01], [1.37, -1.95, 0.98], [2.42, -0.72, -0.05], [1.05, 1.43, -0.99], [-1.80, -0.07, 0.41], [1.59, -1.07, 0.61]],
  "lowdin_charge": [-0.328, -0.243, -0.127, -0.373, 0.130, 0.145, 0.144, 0.287, 0.141, 0.051, 0.150, -0.008, -0.056, 0.087],
  "e_above_lowest_kcal_mol": 109.8,
  "homo_lumo_gap_ev": 8.1,
  "e_homo_ev": -7.6
}

---

2.
{
  "formula": "C4H7N3",
  "method": "ωB97M-V with the def2-TZVPD basis set",
  "species": ["H", "N", "C", "C", "N", "N", "C", "C", "H", "H", "H", "H", "H", "H"],
  "positions_angstrom": [[1.78, -1.44, -1.24], [1.00, -1.07, -0.73], [1.29, -0.04, -0.03], [2.60, 0.63, -0.12], [3.66, 1.08, -0.27], [0.34, 0.39, 0.83], [-1.03, -0.46, 0.68], [-1.84, 0.26, -0.38], [0.51, 1.34, 1.21], [-0.98, -1.53, 0.34], [-1.36, -0.51, 1.70], [-1.18, 0.24, -1.25], [-2.00, 1.29, -0.05], [-2.79, -0.18, -0.70]],
  "lowdin_charge": [0.055, 0.122, -0.505, -0.127, 0.152, 0.045, -0.179, -0.114, 0.144, 0.108, 0.088, 0.065, 0.066, 0.079],
  "smiles": "[H]/N=C(\\C#N)NCC",
  "e_above_lowest_kcal_mol": 33.7,
  "homo_lumo_gap_ev": 10.4,
  "e_homo_ev": -9.6
}

---

3.
{
  "formula": "C4H7N3",
  "method": "ωB97M-V with the def2-TZVPD basis set",
  "species": ["N", "C", "C", "C", "N", "C", "N", "H", "H", "H", "H", "H", "H", "H"],
  "positions_angstrom": [[1.14, -0.20, 2.17], [0.49, -0.20, 0.93], [0.43, 0.73, -0.09], [-0.53, 0.31, -1.05], [-0.91, 1.10, -2.15], [-1.04, -0.97, -0.80], [-0.39, -1.20, 0.61], [1.91, -0.86, 2.24], [1.53, 0.71, 2.41], [1.00, 1.66, -0.11], [-1.44, 0.56, -2.83], [-0.12, 1.54, -2.61], [-1.70, -1.04, 0.29], [-0.37, -2.14, 0.99]],
  "lowdin_charge": [0.090, -0.399, -0.003, -0.408, 0.066, -0.055, -0.037, 0.088, 0.084, 0.105, 0.082, 0.083, 0.162, 0.142],
  "e_above_lowest_kcal_mol": 78.5,
  "homo_lumo_gap_ev": 8.6,
  "e_homo_ev": -7.8
}

---

4.
{
  "formula": "C4H7N3",
  "method": "ωB97M-V with the def2-TZVPD basis set",
  "species": ["C", "N", "C", "C", "N", "C", "N", "H", "H", "H", "H", "H", "H", "H"],
  "positions_angstrom": [[-1.68, -0.07, 0.51], [-0.44, 0.11, -0.14], [0.17, 1.42, -0.21], [1.41, 0.99, 0.39], [2.12, 0.03, 0.33], [1.72, -1.12, -0.20], [0.48, -1.12, -0.44], [-2.30, -0.70, -0.29], [-1.54, -0.54, 1.55], [-2.13, 0.87, 0.64], [-0.48, 2.23, 0.35], [0.27, 1.91, -1.19], [2.31, -1.92, -0.62], [0.08, -2.07, -0.68]],
  "lowdin_charge": [-0.003, -0.078, -0.021, 0.281, 0.282, 0.020, 0.255, 0.178, 0.149, 0.091, 0.225, 0.180, 0.201, 0.241],
  "smiles": "CN1CC#[N+]C=[NH+]1",
  "e_above_lowest_kcal_mol": 102.8,
  "homo_lumo_gap_ev": [7.5, 7.5],
  "charge": 2,
  "e_homo_ev": [-20.0, -20.0]
}

---

5.
{
  "formula": "C4H7N3",
  "method": "ωB97M-V with the def2-TZVPD basis set",
  "species": ["C", "C", "C", "C", "N", "N", "N", "H", "H", "H", "H", "H", "H", "H"],
  "positions_angstrom": [[3.06, 0.05, 0.02], [0.76, 0.14, -0.02], [-1.74, -0.64, 0.11], [-2.41, 0.63, -0.01], [1.90, -0.36, 0.13], [4.21, 0.01, 0.03], [-0.46, -0.89, 0.04], [0.55, 1.17, 0.01], [-2.36, -1.50, 0.11], [-1.93, 1.45, 0.51], [-3.47, 0.53, 0.31], [-2.85, 0.94, -0.99], [5.02, 0.43, -0.29], [-0.29, -1.95, 0.03]],
  "lowdin_charge": [-0.021, 0.051, -0.030, -0.003, 0.277, 0.499, 0.157, 0.152, 0.153, 0.103, 0.133, 0.153, 0.159, 0.216],
  "e_above_lowest_kcal_mol": 42.4,
  "homo_lumo_gap_ev": [8.4, 5.9],
  "charge": 2,
  "e_homo_ev": [-17.6, -20.7],
  "multiplicity": 3
}

---

6.
{
  "formula": "C4H7N3",
  "method": "ωB97M-V with the def2-TZVPD basis set",
  "species": ["C", "C", "C", "C", "N", "N", "N", "H", "H", "H", "H", "H", "H", "H"],
  "positions_angstrom": [[1.83, 0.56, -0.28], [-0.03, -0.39, 0.03], [-1.28, -1.07, 0.27], [-0.28, 1.95, -0.39], [2.32, -0.48, 0.24], [1.50, -1.45, 0.24], [0.49, 0.80, -0.20], [-1.31, -1.87, 1.10], [-1.51, -1.87, -0.59], [-2.11, -0.36, 0.44], [-1.28, 1.61, -0.32], [-0.15, 2.43, -1.34], [0.05, 2.58, 0.49], [1.77, -2.44, 0.32]],
  "lowdin_charge": [0.203, 0.070, 0.046, 0.089, 0.150, 0.301, -0.009, 0.176, 0.214, 0.131, 0.105, 0.139, 0.176, 0.208],
  "e_above_lowest_kcal_mol": 95.3,
  "homo_lumo_gap_ev": [9.5, 8.3],
  "charge": 2,
  "e_homo_ev": [-20.8, -21.9],
  "multiplicity": 3
}

---

7.
{
  "formula": "C4H7N3O",
  "method": "ωB97M-V with the def2-TZVPD basis set",
  "species": ["N", "N", "C", "O", "C", "C", "C", "N", "H", "H", "H", "H", "H", "H", "H"],
  "positions_angstrom": [[-1.15, -0.34, 2.20], [-0.20, 0.59, 1.87], [-0.03, 0.66, 0.67], [0.96, 1.40, 0.14], [1.10, 0.97, -1.19], [0.00, -0.06, -1.42], [0.12, -1.26, -0.47], [-0.81, -0.08, -0.21], [-1.88, -0.52, 1.53], [-1.42, -0.12, 3.10], [1.09, 1.78, -1.87], [2.15, 0.50, -1.26], [-0.50, -0.17, -2.39], [0.99, -1.22, 0.15], [-0.42, -2.14, -0.85]],
  "lowdin_charge": [0.012, 0.058, -0.546, 0.028, -0.140, -0.203, -0.011, 0.034, 0.077, 0.049, 0.106, 0.147, 0.146, 0.125, 0.118],
  "smiles": "N/N=C1/OC[C@H]2CN12",
  "e_above_lowest_kcal_mol": 82.1,
  "homo_lumo_gap_ev": 9.0,
  "e_homo_ev": -8.1
}

---

8.
{
  "formula": "C4H7N3O",
  "method": "ωB97M-V with the def2-TZVPD basis set",
  "species": ["H", "N", "C", "C", "C", "N", "O", "C", "N", "H", "H", "H", "H", "H", "H"],
  "positions_angstrom": [[-0.63, -0.02, -2.18], [-0.67, 0.75, -1.52], [0.00, 0.50, -0.43], [0.11, 1.63, 0.56], [1.37, -0.19, -0.70], [1.46, -1.45, -0.63], [0.40, -2.18, -0.32], [-0.81, -1.31, 0.31], [-0.69, -0.97, 1.52], [-1.52, -1.10, 2.07], [0.81, 2.38, 0.19], [0.49, 1.27, 1.52], [-0.87, 2.09, 0.70], [2.23, 0.40, -0.93], [-1.68, -1.78, -0.16]],
  "lowdin_charge": [0.068, 0.160, -0.487, -0.065, -0.088, -0.016, -0.089, -0.198, 0.140, 0.080, 0.087, 0.071, 0.082, 0.121, 0.133],
  "smiles": "[H]/N=C(C)\\C=N/O/C=N/[H]",
  "e_above_lowest_kcal_mol": 133.0,
  "homo_lumo_gap_ev": 8.9,
  "e_homo_ev": -9.6
}

---

Number 1: E -320.708265 a.u.. Number 2: E -320.829619 a.u.. Number 3: E -320.758232 a.u.. Number 4: E -319.951369 a.u.. Number 5: E -319.958505 a.u.. Number 6: E -319.874133 a.u.. Number 7: E -396.017546 a.u.. Number 8: E -395.936414 a.u..